i) DFT (ωB97M-V/def2-TZVPD) results for the molecule C3H7NOS.

Structure (ORCA input):
```
! RIJCOSX wB97M-V def2-TZVPD def2/J DEFGRID3
* xyz 0 1
H -2.07067 -0.51759 0.75467
C 1.08286 0.44252 -0.18579
H -0.08037 2.16947 -0.18876
C -0.04267 1.11192 -0.40643
H 1.88277 1.03311 0.24784
H 1.37271 -1.29021 -1.44426
S -1.65956 0.67959 -1.15573
C 1.47390 -1.00468 -0.40327
H 2.50773 -1.14221 -0.08831
O -2.19816 1.94416 -1.61113
H -3.42846 0.24324 0.20027
H 0.85687 -1.65755 0.20943
N -2.43249 0.34369 0.36593
*
```

Output
E_LUMO: 0.0221 hartree
HOMO energy: -0.3276 hartree



ii) DFT (ωB97M-V/def2-TZVPD) results for the molecule C3H7NOS.

Structure (ORCA input):
```
! RIJCOSX wB97M-V def2-TZVPD def2/J DEFGRID3
* xyz 0 1
H -1.89078 -1.54039 -1.04991
H -0.46934 0.43469 -1.14455
H -2.53327 -2.12421 0.67583
C -1.90362 -1.46351 0.07079
H -0.80368 1.55212 0.26984
S 1.28662 0.43235 0.55864
C -1.22030 -0.40895 0.70468
C -0.37236 0.58216 -0.04642
O 1.53504 -0.96537 0.54481
N 2.15606 1.16849 -0.73474
H 2.57496 2.07768 -0.68869
H -1.16866 -0.23692 1.72787
H 2.80930 0.49188 -0.88815
*
```

Output
E_LUMO: 0.0276 hartree
HOMO energy: -0.3207 hartree



iii) DFT (ωB97M-V/def2-TZVPD) results for the molecule C3H7NOS.

Structure (ORCA input):
```
! RIJCOSX wB97M-V def2-TZVPD def2/J DEFGRID3
* xyz 0 1
C -0.73882 0.63328 0.15347
H 1.81532 -1.05198 -1.59638
H 0.52528 1.49687 -2.55127
N 0.12487 -0.13703 0.65075
O -0.62493 1.07306 -1.11106
H -1.65006 0.89142 0.63969
C 0.67609 0.86357 -1.74884
H 1.42903 1.25418 -1.20725
H 1.17102 -0.51782 -3.27960
H 0.30768 -1.90437 2.17440
S -0.27908 -0.74776 2.16986
H -0.04795 -1.16917 -2.00346
C 0.90279 -0.60687 -2.16474
*
```

Output
E_LUMO: 0.0360 hartree
HOMO energy: -0.3141 hartree



Name the least stable of them. ii).



i) DFT (ωB97M-V/def2-TZVPD) results for the molecule C3H7NOS.

Structure (ORCA input):
```
! RIJCOSX wB97M-V def2-TZVPD def2/J DEFGRID3
* xyz 0 1
C 1.07826 -1.15410 -0.04536
S -0.12587 1.10072 -0.40022
H 0.42566 0.36300 2.32727
H 1.65358 -1.93762 -0.54301
N 0.59821 -0.29488 -0.84463
H 0.38978 -1.29182 3.05369
C 0.21880 -0.71596 2.15871
C -1.05049 1.43382 -1.95483
H -0.77025 -0.83193 1.66921
H -2.06471 1.01216 -1.93023
O 1.27171 -1.11167 1.26101
H -1.10950 2.53115 -2.03716
H -0.51519 0.89713 -2.71445
*
```

Output
E_LUMO: 0.0349 hartree
HOMO energy: -0.2981 hartree



ii) DFT (ωB97M-V/def2-TZVPD) results for a cluster of 2 separate species, C3H7NOS in total.

Structure (ORCA input):
```
! RIJCOSX wB97M-V def2-TZVPD def2/J DEFGRID3
* xyz 0 1
H 1.53110 -0.49830 1.36537
H -1.16111 -3.20104 -4.18787
H 2.80648 0.61493 1.14440
N -0.40575 1.91974 1.72399
H -0.75859 1.20615 2.34142
H -1.22611 2.48840 1.53670
C -1.34959 -1.48531 -2.73999
S 0.32041 1.03541 0.37780
C -1.23477 -2.38952 -3.53994
H 1.56507 0.79865 2.46353
O -0.40280 -0.25852 0.09772
H -1.40931 -0.76647 -1.99957
C 1.72496 0.53589 1.41645
*
```

Output
E_LUMO: 0.0281 hartree
HOMO energy: -0.3547 hartree



Name the least stable of them. ii).



i) DFT (ωB97M-V/def2-TZVPD) results for a structure of composition C3H7NOS.

Structure (ORCA input):
```
! RIJCOSX wB97M-V def2-TZVPD def2/J DEFGRID3
* xyz 0 1
H -1.35294 -1.67677 -0.53028
H 3.12492 0.67241 0.89918
O 0.01007 1.35299 0.01028
N -1.22408 -0.68773 -0.34091
H -2.31584 0.17180 1.51034
H 3.71591 -0.37376 -0.27306
C 2.93491 0.28211 -0.12595
C -2.56008 -0.02571 0.14836
H -2.62893 1.00209 -0.32048
H 2.56197 1.00508 -0.86477
H -3.60553 -0.88980 -0.13350
S 1.33498 -0.87780 0.15982
C 0.00464 0.04508 -0.13904
*
```

Output
E_LUMO: 0.0252 hartree
HOMO energy: -0.3423 hartree



ii) DFT (ωB97M-V/def2-TZVPD) results for a structure of composition C3H7NOS.

Structure (ORCA input):
```
! RIJCOSX wB97M-V def2-TZVPD def2/J DEFGRID3
* xyz 0 1
C -2.29460 -0.10982 0.14389
H -2.82317 -0.47472 1.15225
N 1.94671 0.42045 -0.25963
C -0.16818 0.17840 -0.40540
H 0.05255 1.35903 -0.32498
H 1.10670 -1.43781 -0.11586
H -2.46642 -1.13079 -0.72050
C 1.08415 -0.41954 -0.22776
S 3.66614 -0.29973 0.06533
H 4.14864 1.25542 1.74885
O -1.02505 -0.29325 0.48608
H -2.42041 1.01313 -0.13762
H -0.80706 -0.06078 -1.40465
*
```

Output
E_LUMO: -0.0767 hartree
HOMO energy: -0.3424 hartree



iii) DFT (ωB97M-V/def2-TZVPD) results for the molecule C3H7NOS.

Structure (ORCA input):
```
! RIJCOSX wB97M-V def2-TZVPD def2/J DEFGRID3
* xyz 0 1
H -1.03039 -2.42440 -0.51883
H -0.34818 -0.21725 2.51974
O 1.16148 -1.51542 0.66925
C 0.68535 0.57440 -0.90282
C 1.16121 1.75343 -0.57326
N -0.86030 -1.47858 -0.82921
S 0.06965 -0.64464 0.32857
H 1.54574 2.45680 -1.29302
H 0.63627 0.17018 -1.89961
C -0.94652 -0.31075 1.62715
H -1.74374 -1.01853 -0.99660
H 1.18419 2.07298 0.45689
H -1.51476 0.58178 1.41176
*
```

Output
E_LUMO: 0.0242 hartree
HOMO energy: -0.3069 hartree



Name the least stable of them. ii).